This record from the OMol25 dataset describes 2 unconnected molecules or ions with the total composition C10H14Se. The level of theory is ωB97M-V with the def2-TZVPD basis set.

Computed properties:
* frontier orbital gap (alpha / beta): 7.112 / 8.854 eV
* E: -75937.77899 eV
* multiplicity: 1
* energy relative to the best compared isomer or geometry (same formula, charge and spin): 63.92 kcal per mole
* E_HOMO (alpha / beta): -7.52 / -8.96 eV

Positions of all 25 atoms, in Å:
C  2.246  -1.631  -2.213
C  2.734  -1.513  -0.878
C  0.957  -1.322  -2.463
C  1.827  -1.005  0.064
C  0.125  -0.914  -1.475
C  0.488  -0.792  -0.138
C  -1.134  2.132  -0.260
C  -1.937  1.503  2.055
C  -0.431  -0.250  0.859
C  -1.478  0.964  0.641
Se  -1.025  -1.600  2.174
H  2.818  -2.108  -3.014
H  3.786  -1.758  -0.771
H  0.496  -1.326  -3.535
H  2.181  -0.661  1.113
H  -1.015  -0.631  -1.686
H  -0.191  2.651  -0.052
H  -1.951  2.770  -0.329
H  -0.940  1.844  -1.283
H  -2.469  0.757  2.537
H  -1.078  1.988  2.558
H  -2.670  2.207  1.820
H  1.182  0.865  2.225
H  -2.349  0.537  0.142
H  -0.172  -2.707  1.911

Here are the natural (NBO) charges for atoms 1 to 4, given in e:
1. C -0.2028
2. C -0.2218
3. C -0.2370
4. C -0.1691